# 1
Entry from the Open Molecules 2025 dataset: a structure of composition C11H23ClNO2P2Tc in a non-equilibrium geometry (ωB97M-V with the def2-TZVPD basis set).

Each line ends with the Mulliken spin population.
Atoms and positions in Å:
Tc  0.519  0.888  0.434  1.809
P  1.939  -0.722  1.149  -0.046
C  2.468  -1.197  -0.579  0.046
C  1.227  -1.688  -1.262  0.099
N  0.136  -0.986  -0.917  0.008
C  -1.075  -1.355  -1.375  0.110
C  -1.200  -2.378  -2.318  0.123
C  -0.060  -3.045  -2.761  -0.020
C  1.168  -2.702  -2.213  0.084
C  -2.270  -0.635  -0.806  0.011
P  -1.738  0.854  0.161  -0.030
H  2.103  -3.186  -2.489  -0.002
H  -2.196  -2.601  -2.689  0.000
H  -0.136  -3.820  -3.519  0.004
H  -2.946  -0.336  -1.620  0.004
H  -2.826  -1.307  -0.123  0.023
H  2.711  -0.176  -1.015  0.021
H  3.288  -1.911  -0.592  0.003
H  -1.349  5.429  -0.905  0.000
O  1.587  1.383  -1.116  0.214
H  1.638  2.302  -1.425  -0.002
H  1.483  1.871  1.212  0.076
O  -1.607  5.617  0.001  0.000
H  -0.756  5.611  0.478  0.000
C  -2.567  2.204  -0.745  -0.013
H  -3.554  1.859  -1.093  0.000
H  -2.656  3.082  -0.089  0.000
H  -1.944  2.472  -1.611  0.003
C  -2.671  0.710  1.710  0.032
H  -2.165  1.335  2.455  0.000
H  -3.698  1.051  1.552  0.004
H  -2.647  -0.334  2.048  0.005
C  1.366  -2.189  2.020  0.028
H  2.132  -2.972  1.965  -0.002
H  1.192  -1.888  3.062  -0.002
H  0.423  -2.546  1.587  0.001
C  3.393  -0.134  2.029  0.027
H  3.077  0.075  3.060  0.004
H  4.192  -0.882  2.013  -0.003
H  3.726  0.800  1.558  -0.001
Cl  0.291  1.447  2.765  0.387

Output
net charge = +3
Kohn-Sham gap (alpha / beta) = 5.8 / 2.9 eV
spin multiplicity = 4
LUMO (alpha / beta) = -0.4782 / -0.5844 Ha
energy above the lowest of the compared OMol25 structures with the same formula, charge and spin = 86.66 kcal per mole
E = -1860.687839 hartree



# 2
Entry from the Open Molecules 2025 dataset: a structure of composition C11H23CrN2O5P2 in a non-equilibrium geometry (ωB97M-V with the def2-TZVPD basis set).

Each line ends with the Mulliken spin population.
Atoms and positions in Å:
Cr  0.060  0.859  1.506  3.601
P  -2.211  0.302  0.709  -0.217
C  -2.239  1.170  -0.906  -0.003
C  -0.869  1.475  -1.457  0.053
N  0.187  1.368  -0.617  -0.098
C  1.432  1.536  -1.120  -0.003
C  1.631  2.177  -2.329  -0.003
C  0.535  2.417  -3.151  0.009
C  -0.722  1.995  -2.731  -0.001
C  2.600  1.071  -0.276  -0.029
P  2.207  -0.418  0.748  -0.242
H  -1.609  2.112  -3.355  0.000
H  2.651  2.434  -2.618  -0.001
H  0.659  2.941  -4.095  0.000
H  3.440  0.800  -0.926  -0.003
H  2.912  1.861  0.428  0.017
H  -2.876  0.693  -1.638  0.000
H  -2.710  2.117  -0.697  0.002
H  -2.128  -3.772  -3.433  0.000
O  -1.710  -3.429  -4.232  0.000
H  -2.405  -3.031  -4.783  0.000
H  -0.094  -3.509  0.500  0.001
O  0.783  -3.897  0.631  0.000
H  0.812  -4.696  0.060  0.000
C  2.806  -1.788  -0.307  -0.014
H  3.857  -1.646  -0.605  -0.010
H  2.678  -2.733  0.235  0.001
H  2.181  -1.839  -1.207  0.000
C  3.440  -0.396  2.088  -0.012
H  3.259  -1.295  2.696  0.000
H  4.472  -0.409  1.711  -0.011
H  3.270  0.487  2.719  0.000
C  -3.015  1.654  1.624  0.006
H  -4.028  1.784  1.226  -0.007
H  -3.032  1.450  2.700  0.002
H  -2.435  2.572  1.441  -0.003
C  -3.369  -1.109  0.781  -0.001
H  -3.532  -1.372  1.835  0.001
H  -4.341  -0.896  0.318  -0.007
H  -2.921  -1.983  0.289  -0.002
O  -0.033  -0.325  3.336  -0.043
N  0.096  0.739  4.109  -0.024
O  0.052  0.669  5.326  -0.001
O  0.261  1.861  3.465  0.042

Output
net charge = +2
Kohn-Sham gap (alpha / beta) = 6.3 / 8.4 eV
spin multiplicity = 4
LUMO (alpha / beta) = -0.3571 / -0.2779 Ha
E = -2645.157344 hartree



# 3
Entry from the Open Molecules 2025 dataset: a structure of composition C11H23INO2P2Pb in a non-equilibrium geometry (ωB97M-V with the def2-TZVPD basis set).

Each line ends with the natural charge from an NBO analysis.
Atoms and positions in Å:
Pb  -0.094  0.646  1.702  0.925
P  2.333  -0.891  1.534  0.977
C  2.262  -1.009  -0.233  -0.210
C  1.073  -1.423  -0.824  0.065
N  -0.092  -0.835  -0.330  -0.505
C  -1.287  -1.193  -0.820  0.233
C  -1.419  -2.073  -1.906  -0.097
C  -0.242  -2.414  -2.611  -0.126
C  0.975  -1.989  -2.114  -0.057
C  -2.601  -0.672  -0.232  -0.763
P  -2.520  1.049  0.364  1.136
H  1.921  -2.151  -2.574  0.268
H  -2.396  -2.332  -2.331  0.277
H  -0.278  -3.048  -3.468  0.287
H  -3.357  -0.726  -1.057  0.314
H  -2.902  -1.395  0.559  0.336
H  3.371  3.208  -2.723  0.470
H  3.196  -1.084  -0.777  0.289
H  -0.618  3.729  -0.588  0.494
O  4.046  2.744  -2.249  -0.927
H  3.987  3.179  -1.382  0.460
H  -1.417  1.899  0.963  0.083
O  -0.209  3.684  0.275  -0.913
H  0.602  3.080  0.288  0.475
C  -2.829  1.984  -1.177  -0.946
H  -3.737  1.620  -1.694  0.299
H  -2.990  3.041  -0.917  0.293
H  -1.968  1.849  -1.857  0.261
C  -4.085  1.237  1.320  -0.930
H  -4.053  2.226  1.818  0.295
H  -4.971  1.197  0.650  0.306
H  -4.178  0.439  2.086  0.294
C  2.234  -2.551  2.240  -0.893
H  3.197  -3.011  1.971  0.284
H  2.077  -2.613  3.315  0.311
H  1.411  -3.079  1.746  0.272
C  3.986  -0.285  1.952  -0.959
H  4.091  0.019  2.987  0.303
H  4.721  -1.074  1.767  0.289
H  4.255  0.580  1.344  0.281
I  -1.490  -1.565  2.983  -0.249

Output
net charge = +3
Kohn-Sham gap (alpha / beta) = 5.2 / 5.2 eV
spin multiplicity = 1
LUMO (alpha / beta) = -0.4920 / -0.4918 Ha
energy above the lowest of the compared OMol25 structures with the same formula, charge and spin = 59.04 kcal per mole
E = -1810.285372 hartree



# 4
Entry from the Open Molecules 2025 dataset: a structure of composition C11H23INO2P2Pt in a non-equilibrium geometry (ωB97M-V with the def2-TZVPD basis set).

Each line ends with the Mulliken spin population.
Atoms and positions in Å:
Pt  0.070  0.008  -0.142  0.473
P  -2.167  0.322  -0.528  0.156
C  -2.069  0.654  -2.268  -0.027
C  -0.856  1.246  -2.729  0.017
N  0.281  1.074  -1.962  0.029
C  1.501  1.468  -2.377  0.030
C  1.639  2.198  -3.550  0.005
C  0.524  2.421  -4.351  0.011
C  -0.716  1.937  -3.956  0.000
C  2.706  1.114  -1.518  -0.003
P  2.307  -0.296  -0.409  0.093
H  -1.599  2.050  -4.576  0.003
H  2.638  2.542  -3.815  0.003
H  0.634  2.956  -5.287  0.000
H  3.597  0.877  -2.117  0.002
H  2.973  1.963  -0.868  0.019
H  -2.051  -1.040  -3.380  -0.001
H  -2.979  0.904  -2.824  0.004
H  -1.059  -2.674  -2.486  -0.020
O  -1.769  -1.990  -3.562  -0.002
H  -2.189  -2.286  -4.366  -0.001
H  -0.163  -1.626  -0.788  0.332
O  -0.577  -2.894  -1.587  0.067
H  0.065  -3.635  -1.710  0.001
C  2.645  -1.751  -1.426  -0.007
H  3.676  -1.722  -1.794  0.004
H  2.499  -2.640  -0.800  -0.002
H  1.946  -1.787  -2.272  0.001
C  3.430  -0.300  0.994  0.026
H  3.245  -1.213  1.573  -0.005
H  4.473  -0.287  0.644  0.006
H  3.232  0.571  1.631  -0.009
C  -2.821  1.667  0.485  0.016
H  -3.842  1.909  0.161  0.002
H  -2.831  1.377  1.544  -0.004
H  -2.187  2.555  0.372  0.000
C  -3.202  -1.128  -0.269  -0.004
H  -3.342  -1.285  0.806  -0.002
H  -4.171  -0.955  -0.753  0.004
H  -2.719  -2.009  -0.706  0.005
I  -0.239  -0.475  2.343  0.781

Output
net charge = +1
Kohn-Sham gap (alpha / beta) = 6.7 / 3.7 eV
spin multiplicity = 3
LUMO (alpha / beta) = -0.0982 / -0.2374 Ha
energy above the lowest of the compared OMol25 structures with the same formula, charge and spin = 36.73 kcal per mole
E = -1737.663478 hartree



# 5
Entry from the Open Molecules 2025 dataset: a structure of composition C11H23INbO6 in a non-equilibrium geometry (ωB97M-V with the def2-TZVPD basis set).

Each line ends with the natural charge from an NBO analysis.
Atoms and positions in Å:
C  -3.120  -0.780  1.793  -0.360
C  -2.163  -0.278  2.326  0.021
C  -1.028  0.317  2.958  -1.028
Nb  -0.076  -1.073  4.555  1.472
I  0.238  -3.108  2.656  -0.417
H  -3.921  -1.408  1.509  0.219
H  -0.274  0.487  2.189  0.236
H  -1.310  1.251  3.436  0.247
H  -1.724  -1.739  5.044  -0.338
H  0.529  -2.215  5.841  -0.352
H  1.616  -0.348  4.380  -0.413
H  -0.395  0.192  5.800  -0.281
C  1.776  -0.122  -0.233  -0.639
C  2.757  -0.643  0.793  -0.083
O  4.062  -0.872  0.209  -0.491
C  4.811  0.200  0.030  0.982
O  4.540  1.337  0.316  -0.654
O  5.966  -0.190  -0.535  -0.504
C  6.857  0.881  -0.833  -0.254
H  1.734  -0.790  -1.094  0.208
H  0.780  -0.058  0.203  0.232
H  2.066  0.868  -0.587  0.212
H  2.430  -1.611  1.161  0.216
H  2.844  0.026  1.647  0.204
H  7.032  1.501  0.044  0.195
H  6.460  1.493  -1.642  0.183
H  7.789  0.420  -1.148  0.186
C  -4.251  -0.554  -4.688  -0.638
C  -3.902  -1.192  -3.360  -0.069
O  -2.803  -0.532  -2.723  -0.492
C  -3.109  0.610  -2.102  0.988
O  -4.205  1.103  -2.034  -0.657
O  -1.995  1.102  -1.578  -0.486
C  -2.154  2.349  -0.900  -0.256
H  -3.370  -0.507  -5.329  0.208
H  -5.023  -1.135  -5.194  0.209
H  -4.619  0.461  -4.546  0.225
H  -3.567  -2.217  -3.505  0.187
H  -4.759  -1.210  -2.688  0.196
H  -2.944  2.289  -0.155  0.210
H  -2.366  3.144  -1.614  0.177
H  -1.210  2.550  -0.403  0.199

Output
net charge = -1
Kohn-Sham gap = 7.0 eV
spin multiplicity = 1
LUMO = 0.0797 Ha
E = -1238.882275 hartree



What did the second record say?
Entry from the Open Molecules 2025 dataset: a structure of composition C11H23CrN2O5P2 in a non-equilibrium geometry (ωB97M-V with the def2-TZVPD basis set).

Each line ends with the Mulliken spin population.
Atoms and positions in Å:
Cr  0.060  0.859  1.506  3.601
P  -2.211  0.302  0.709  -0.217
C  -2.239  1.170  -0.906  -0.003
C  -0.869  1.475  -1.457  0.053
N  0.187  1.368  -0.617  -0.098
C  1.432  1.536  -1.120  -0.003
C  1.631  2.177  -2.329  -0.003
C  0.535  2.417  -3.151  0.009
C  -0.722  1.995  -2.731  -0.001
C  2.600  1.071  -0.276  -0.029
P  2.207  -0.418  0.748  -0.242
H  -1.609  2.112  -3.355  0.000
H  2.651  2.434  -2.618  -0.001
H  0.659  2.941  -4.095  0.000
H  3.440  0.800  -0.926  -0.003
H  2.912  1.861  0.428  0.017
H  -2.876  0.693  -1.638  0.000
H  -2.710  2.117  -0.697  0.002
H  -2.128  -3.772  -3.433  0.000
O  -1.710  -3.429  -4.232  0.000
H  -2.405  -3.031  -4.783  0.000
H  -0.094  -3.509  0.500  0.001
O  0.783  -3.897  0.631  0.000
H  0.812  -4.696  0.060  0.000
C  2.806  -1.788  -0.307  -0.014
H  3.857  -1.646  -0.605  -0.010
H  2.678  -2.733  0.235  0.001
H  2.181  -1.839  -1.207  0.000
C  3.440  -0.396  2.088  -0.012
H  3.259  -1.295  2.696  0.000
H  4.472  -0.409  1.711  -0.011
H  3.270  0.487  2.719  0.000
C  -3.015  1.654  1.624  0.006
H  -4.028  1.784  1.226  -0.007
H  -3.032  1.450  2.700  0.002
H  -2.435  2.572  1.441  -0.003
C  -3.369  -1.109  0.781  -0.001
H  -3.532  -1.372  1.835  0.001
H  -4.341  -0.896  0.318  -0.007
H  -2.921  -1.983  0.289  -0.002
O  -0.033  -0.325  3.336  -0.043
N  0.096  0.739  4.109  -0.024
O  0.052  0.669  5.326  -0.001
O  0.261  1.861  3.465  0.042

Output
net charge = +2
Kohn-Sham gap (alpha / beta) = 6.3 / 8.4 eV
spin multiplicity = 4
LUMO (alpha / beta) = -0.3571 / -0.2779 Ha
E = -2645.157344 hartree



> Which formula does entry 4 have?

C11H23INO2P2Pt



> Which of these has the lowest E?

C11H23CrN2O5P2